C4H9NO2 | ωB97M-V/def2-TZVPD

Geometry (Å):
C1 -2.000 -0.331 -0.559
C2 -0.564 0.188 -0.519
O1 -0.536 1.484 0.081
C3 0.339 -0.785 0.247
C4 1.834 -0.473 0.284
N1 2.155 0.785 0.689
O2 2.672 -1.319 0.025
H1 -2.334 -0.627 0.444
H2 -2.090 -1.201 -1.212
H3 -2.688 0.437 -0.934
H4 -0.191 0.306 -1.544
H5 -1.398 1.612 0.484
H6 -0.021 -0.833 1.283
H7 0.251 -1.785 -0.186
H8 3.129 1.044 0.672
H9 1.443 1.498 0.745

Output
Largest force on an atom: 0.32 eV Å⁻¹
HOMO-LUMO gap: 10.34 eV
E_LUMO: 0.8 eV
Structure (SMILES): C[C@@H](O)CC(N)=O